Entry 1:
41
Properties=species:S:1:pos:R:3:forces:R:3 method="wB97M-V/def2-TZVPD" e_homo_ev=-11.50 lumo_ev=-5.08 charge=+1 gap_ev=6.42
Os -0.5206 0.9162 -0.8330 -0.54 0.48 -0.33
C 5.0624 -0.6405 2.6878 0.00 -0.03 0.03
Si 3.2284 -0.3278 2.5984 -0.03 -0.03 -0.01
C 2.8077 1.3736 3.2300 0.03 0.00 -0.01
C 2.2689 -1.6740 3.4554 0.02 -0.02 0.01
C 2.7775 -0.3689 0.7349 0.22 -0.13 -0.53
C 3.7454 -0.5015 -0.2742 -0.04 0.04 0.01
C 3.4301 -0.4312 -1.6297 0.03 -0.03 -0.04
C 2.1273 -0.2058 -2.0178 -0.15 -0.19 0.00
N 1.1755 -0.1328 -1.0748 0.33 0.32 -0.08
C 1.5011 -0.2296 0.2290 -0.30 0.02 0.78
S -0.0387 0.0320 1.1362 0.21 -0.06 0.27
H 5.3610 -0.6856 3.7376 0.01 0.01 -0.01
H 5.6482 0.1544 2.2219 -0.02 0.00 -0.01
H 5.3472 -1.5925 2.2347 -0.01 0.00 0.00
H 3.0766 1.4472 4.2863 0.00 0.00 0.00
H 1.7458 1.6063 3.1442 -0.01 -0.02 -0.01
H 3.3705 2.1397 2.6926 0.00 0.00 0.01
H 2.6100 -1.7553 4.4902 -0.02 0.00 0.00
H 2.4338 -2.6421 2.9785 0.00 0.00 0.01
H 1.1942 -1.4871 3.4827 0.00 0.02 -0.02
H 4.7837 -0.6424 0.0006 0.00 0.00 0.02
H 4.1968 -0.5207 -2.3853 0.00 -0.01 0.01
H 1.8178 -0.1037 -3.0483 0.00 0.06 0.01
F 0.8329 3.3757 -1.5709 0.09 -0.04 -0.10
C -0.3388 2.7454 -1.6614 0.10 -0.16 0.32
F -0.4583 2.1370 -2.9025 -0.03 -0.01 -0.07
H -1.1660 3.4464 -1.5142 -0.04 0.00 -0.07
O -3.1404 0.7862 -2.3486 -0.05 -0.04 0.06
B -2.4354 0.2344 -1.3016 0.19 -0.21 -0.20
O -3.1727 -0.6529 -0.5567 0.00 0.02 -0.07
C -4.4162 -0.6643 -1.1757 -0.02 -0.01 0.01
C -5.5371 -1.3824 -0.8273 0.02 0.02 -0.03
C -6.6578 -1.1856 -1.6277 -0.01 0.00 0.00
C -6.6407 -0.3095 -2.7118 -0.01 0.00 0.00
C -5.5013 0.4138 -3.0497 0.00 -0.03 0.02
C -4.4002 0.2038 -2.2523 0.03 0.04 0.00
H -5.5402 -2.0569 0.0168 0.00 0.00 0.00
H -7.5661 -1.7269 -1.4014 0.00 0.00 0.00
H -7.5357 -0.1888 -3.3063 0.00 0.00 0.00
H -5.4767 1.0967 -3.8867 0.00 0.00 0.00

Entry 2:
46
Properties=species:S:1:pos:R:3:forces:R:3 method="wB97M-V/def2-TZVPD" e_homo_ev="-4.21 / -4.21" lumo_ev="2.45 / 0.90" charge=-1 spin_multiplicity=2 gap_ev="6.66 / 5.11"
Pb 1.0785 -0.7186 0.2376 -0.54 0.27 0.45
C 2.7111 3.3215 -1.1538 0.15 0.04 0.03
N 1.2851 3.1415 -1.3203 0.18 -0.08 0.06
C 0.6637 2.7983 -2.5072 -0.01 -0.06 0.07
C -0.6569 2.7468 -2.2440 0.03 0.07 0.01
N -0.8504 3.0596 -0.9161 -0.03 0.22 -0.04
B -2.2494 3.1687 -0.2563 0.05 0.02 0.02
N -2.2072 2.2958 1.0508 -0.35 0.24 -0.01
C -2.4614 2.7692 2.3133 0.08 -0.16 -0.01
C -2.2683 1.7587 3.1909 -0.02 0.00 -0.10
N -1.8934 0.6594 2.4407 -0.03 -0.07 0.19
C -1.5963 -0.6550 2.9712 -0.03 0.03 -0.02
C -1.8705 1.0120 1.1334 0.10 -0.15 -0.09
S -1.5612 -0.0609 -0.1820 0.01 -0.03 0.05
C 0.3525 3.3034 -0.3388 -0.08 0.03 -0.10
S 0.6755 3.7302 1.2778 -0.02 -0.04 -0.11
H 3.0589 4.1639 -1.7549 -0.04 0.05 0.02
H 3.2425 2.4150 -1.4419 -0.13 0.35 0.04
H 2.8917 3.5288 -0.1020 -0.02 0.05 0.00
H 1.2222 2.5744 -3.3983 0.01 0.04 -0.02
H -1.4880 2.5123 -2.8830 -0.01 -0.07 0.01
H -2.5010 4.3060 0.0904 0.03 -0.12 0.00
H -3.0724 2.7220 -1.0309 0.10 0.04 0.07
H -2.7230 3.7982 2.4722 0.03 0.02 0.00
H -2.3398 1.7187 4.2625 0.01 0.00 0.01
H -2.2624 -0.8598 3.8081 0.01 0.00 0.01
H -0.5631 -0.7099 3.3191 0.01 -0.01 -0.01
H -1.7566 -1.3969 2.1906 0.03 0.02 -0.01
S 4.0247 -3.2148 0.2666 0.16 -0.32 0.39
C 3.2821 -2.2097 -0.6900 0.09 0.28 -0.61
C -0.7535 -5.4786 0.1446 -0.02 -0.01 -0.01
C -0.0248 -5.0206 1.2322 0.01 0.04 -0.04
C 0.4929 -3.7283 1.2192 -0.02 -0.03 0.05
C 0.2904 -2.8688 0.1422 0.02 -0.07 -0.13
C -0.4432 -3.3518 -0.9431 -0.04 -0.09 0.05
C -0.9599 -4.6415 -0.9461 0.04 0.01 0.03
H -1.1570 -6.4843 0.1441 0.00 0.00 0.00
H 0.1497 -5.6699 2.0826 -0.01 0.00 0.01
H 1.0791 -3.4015 2.0763 0.01 0.00 -0.01
H -0.6218 -2.7161 -1.8039 0.01 0.02 0.00
H -1.5257 -4.9952 -1.8002 0.00 -0.01 0.00
O 1.1984 -0.7506 -2.1737 0.59 -0.11 -0.02
S 2.6084 -0.5218 -2.5434 -0.64 0.29 0.12
O 3.3701 -1.9752 -1.9563 0.05 -0.05 -0.19
O 3.2418 0.4875 -1.7452 0.16 -0.41 -0.10
O 2.8880 -0.5625 -3.9350 0.06 -0.28 -0.05

Entry 3:
37
Properties=species:S:1:pos:R:3:forces:R:3 method="wB97M-V/def2-TZVPD" e_homo_ev=-8.35 smiles="C=CCN(CC=C)C(=S)NC(=O)c1ccc(C)c(Br)c1" lumo_ev=0.31 gap_ev=8.66
C -5.4401 -2.7100 -1.4060 -0.05 -0.06 -0.05
C -4.5667 -1.7365 -1.5812 0.17 0.08 0.04
C -3.4924 -1.3847 -0.5936 0.04 -0.53 -0.04
N -3.4700 0.0439 -0.3463 0.34 -0.04 0.00
C -2.3767 0.8022 -0.4274 -0.06 0.41 -0.05
S -2.3874 2.4500 -0.5146 0.09 0.50 -0.02
N -1.1201 0.1812 -0.4756 0.11 -0.24 -0.26
C -0.6569 -0.7216 0.4557 -0.11 -0.07 -0.01
O -1.3803 -1.3115 1.2279 0.01 -0.03 0.07
C 0.8133 -0.9535 0.4040 0.40 -0.19 0.15
C 1.7324 0.0396 0.0820 -0.07 -0.07 0.01
C 3.0823 -0.2587 0.0813 0.15 0.11 -0.06
C 3.5670 -1.5284 0.3894 -0.04 0.21 -0.04
C 2.6306 -2.5009 0.7229 -0.06 0.08 -0.02
C 1.2786 -2.2222 0.7406 -0.15 0.13 -0.03
H 0.5615 -2.9809 1.0135 -0.06 -0.06 0.04
H 2.9753 -3.4919 0.9777 0.05 -0.10 0.01
C 5.0291 -1.8266 0.3735 0.09 -0.04 0.01
H 5.4458 -1.6305 -0.6145 0.07 -0.01 0.00
H 5.5545 -1.1853 1.0812 0.07 0.00 0.00
H 5.2156 -2.8645 0.6347 0.02 -0.06 0.01
Br 4.3078 1.1369 -0.3619 -0.19 -0.15 0.06
H 1.4220 1.0527 -0.1301 -0.02 0.08 -0.03
H -0.4242 0.7670 -0.9213 -0.22 -0.09 0.09
C -4.7246 0.6668 0.0448 -0.40 0.32 0.11
C -4.7550 0.8858 1.5300 0.00 -0.15 -0.20
C -4.9776 2.0558 2.0955 -0.06 0.06 0.08
H -4.9837 2.1786 3.1648 0.00 -0.04 0.22
H -5.1627 2.9406 1.5094 0.01 0.15 -0.19
H -4.5492 0.0065 2.1257 0.03 -0.08 0.17
H -4.8283 1.6212 -0.4783 -0.07 -0.19 0.02
H -5.5350 -0.0010 -0.2587 0.11 0.08 0.01
H -3.6329 -1.9303 0.3449 0.07 0.01 -0.12
H -2.5273 -1.6779 -1.0146 -0.12 0.05 0.14
H -4.5711 -1.1402 -2.4844 -0.07 0.04 -0.17
H -6.1787 -2.9536 -2.1499 -0.11 -0.02 -0.19
H -5.4446 -3.3116 -0.5117 0.03 -0.07 0.23